Record 1
Entry from OMol25: the molecule C5H8N2 (the ωB97M-V functional and the def2-TZVPD basis).

Multiplicity: 1
DFT total energy in eV: -8292.017
LUMO level (spin up / spin down) in eV: 0.17 / 0.22
Maximum force in eV Å⁻¹: 0.319
Gap between HOMO and LUMO (spin up / spin down) in eV: 6.2 / 6.2
Highest occupied orbital energy (spin up / spin down) in eV: -6.01 / -5.97
Energy relative to the best compared isomer or geometry (same formula, charge and spin) in kJ/mol: 287.5

Cartesian coordinates (Å):
C: 0.044 -1.605 -1.991
C: -0.065 -0.773 -0.905
C: 0.612 -1.185 0.312
N: 0.674 -0.223 1.169
C: 0.073 1.043 0.609
N: -0.673 1.738 1.624
C: -0.616 0.492 -0.592
H: 0.525 -2.574 -1.901
H: -0.329 -1.319 -2.968
H: 0.980 1.650 0.398
H: 1.050 -2.161 0.510
H: 1.058 -0.268 2.103
H: -0.380 2.704 1.702
H: -1.663 1.697 1.412
H: -1.056 1.157 -1.324

Here are the natural (NBO) charges for atoms 1 to 4, given in e: C -0.531; C -0.117; C 0.248; N -0.458


Record 2
Entry from OMol25: the molecule C4H6N2 in a non-equilibrium geometry (the ωB97M-V functional and the def2-TZVPD basis).

Multiplicity: 1
DFT total energy in eV: -7224.226
Structure (SMILES): C/N=C(\C)C#N
LUMO level in eV: 0.47
Maximum force in eV Å⁻¹: 1.161
Gap between HOMO and LUMO in eV: 10.8
Highest occupied orbital energy in eV: -10.28
Energy relative to the best compared isomer or geometry (same formula, charge and spin) in kJ/mol: 131.7

Cartesian coordinates (Å):
C: -1.455 -1.034 -0.027
N: -1.080 0.330 0.236
C: 0.137 0.686 0.180
C: 1.396 -0.149 0.114
C: 0.287 2.121 -0.017
N: 0.336 3.226 -0.360
H: -1.959 -0.979 -0.999
H: -0.635 -1.759 -0.100
H: -2.199 -1.370 0.697
H: 1.639 -0.394 -0.926
H: 1.292 -1.083 0.672
H: 2.241 0.406 0.531

Here are the natural (NBO) charges for atoms 1 to 4, given in e: C -0.452; N -0.326; C 0.176; C -0.683


Record 3
Entry from OMol25: the molecule C5H9NO (the ωB97M-V functional and the def2-TZVPD basis).

Multiplicity: 1
DFT total energy in eV: -8866.308
Structure (SMILES): CC1(C)O[C@]12CN2
LUMO level in eV: 0.92
Maximum force in eV Å⁻¹: 0.308
Gap between HOMO and LUMO in eV: 10.5
Highest occupied orbital energy in eV: -9.62
Energy relative to the best compared isomer or geometry (same formula, charge and spin) in kJ/mol: 280.3

Cartesian coordinates (Å):
C: 1.541 -0.720 0.457
C: 0.476 0.319 0.190
C: 0.898 1.540 -0.593
O: -0.368 0.648 1.334
C: -0.920 -0.058 0.276
C: -1.845 -1.179 0.226
N: -2.152 0.149 -0.393
H: 2.170 -0.415 1.299
H: 2.182 -0.843 -0.422
H: 1.091 -1.687 0.695
H: 1.286 1.266 -1.580
H: 1.694 2.064 -0.051
H: 0.058 2.229 -0.717
H: -2.456 -1.399 1.097
H: -1.624 -2.030 -0.416
H: -2.031 0.118 -1.403

Here are the natural (NBO) charges for atoms 1 to 4, given in e: C -0.629; C 0.209; C -0.629; O -0.476


Record 4
Entry from OMol25: the molecule Br2HO3PS in a non-equilibrium geometry (the ωB97M-V functional and the def2-TZVPD basis).

Multiplicity: 3
DFT total energy in eV: -166365.879
LUMO level (spin up / spin down) in eV: -1.31 / -3.96
Maximum force in eV Å⁻¹: 5.378
Gap between HOMO and LUMO (spin up / spin down) in eV: 7.6 / 5.9
Highest occupied orbital energy (spin up / spin down) in eV: -8.91 / -9.83
Energy relative to the best compared isomer or geometry (same formula, charge and spin) in kJ/mol: 0.0

Cartesian coordinates (Å):
O: 0.727 -0.782 -0.749
O: 2.044 -0.061 1.415
O: -2.070 0.638 0.094
P: 1.108 0.268 0.353
S: -0.988 0.383 1.176
Br: 1.647 2.004 -1.083
Br: -2.956 -0.911 -0.966
H: 0.489 -1.540 -0.240

Here are the natural (NBO) charges for atoms 1 to 4, given in e: O -0.952; O -1.012; O -0.761; P 1.769


Record 5
Entry from OMol25: a cluster of 2 separate species, C4H10OS in total in a non-equilibrium geometry (the ωB97M-V functional and the def2-TZVPD basis).

Multiplicity: 1
DFT total energy in eV: -17191.707
Structure (SMILES): CC=O.CSC
LUMO level in eV: 0.79
Maximum force in eV Å⁻¹: 2.697
Gap between HOMO and LUMO in eV: 9.4
Highest occupied orbital energy in eV: -8.58
Energy relative to the best compared isomer or geometry (same formula, charge and spin) in kJ/mol: 107.9

Cartesian coordinates (Å):
C: -1.173 2.437 2.473
C: -2.566 3.037 2.411
O: -3.181 3.244 3.434
H: -1.218 1.573 1.802
H: -0.568 3.236 2.019
H: -0.949 2.214 3.509
H: -2.887 3.556 1.514
C: 2.346 -2.369 -0.993
S: 0.780 -1.428 -1.113
C: 0.347 -1.900 -2.857
H: 2.685 -2.757 -1.950
H: 3.109 -1.676 -0.660
H: 2.356 -3.175 -0.268
H: -0.206 -1.078 -3.304
H: -0.172 -2.835 -2.672
H: 1.297 -2.081 -3.344

Here are the natural (NBO) charges for atoms 1 to 4, given in e: C -0.710; C 0.427; O -0.526; H 0.230


Record 6
Entry from OMol25: a structure of composition C21H63HfN11O8P3 in a non-equilibrium geometry (the ωB97M-V functional and the def2-TZVPD basis).

Multiplicity: 1
Charge: +3
DFT total energy in eV: -84707.979
LUMO level in eV: -13.02
Maximum force in eV Å⁻¹: 9.061
Gap between HOMO and LUMO in eV: 1.4
Highest occupied orbital energy in eV: -14.46
Energy relative to the best compared isomer or geometry (same formula, charge and spin) in kJ/mol: 1013.6

Cartesian coordinates (Å):
Hf: -13.337 -17.473 23.955
C: -11.965 -20.457 22.247
O: -12.359 -19.243 22.783
H: -12.844 -20.914 21.785
H: -11.113 -20.436 21.561
H: -11.578 -21.202 22.950
O: -12.904 -26.454 18.467
P: -12.431 -26.163 19.838
N: -13.345 -26.973 21.067
C: -14.576 -27.716 20.758
C: -13.028 -26.802 22.499
N: -12.344 -24.547 20.263
C: -13.146 -23.547 19.624
C: -11.567 -24.069 21.405
N: -10.848 -26.723 20.117
C: -9.662 -25.960 19.975
C: -10.655 -28.132 20.456
H: -14.516 -28.093 19.736
H: -15.426 -27.036 20.816
H: -14.617 -28.646 21.324
H: -13.501 -27.607 23.060
H: -13.313 -25.815 22.868
H: -11.967 -26.904 22.735
H: -12.765 -22.543 19.825
H: -13.127 -23.622 18.539
H: -14.070 -23.556 20.207
H: -11.112 -24.856 22.001
H: -10.878 -23.332 20.988
H: -12.234 -23.544 22.095
H: -9.188 -25.683 20.921
H: -8.884 -26.568 19.509
H: -9.877 -25.083 19.368
H: -11.586 -28.668 20.264
H: -10.527 -28.148 21.542
H: -9.868 -28.695 19.957
O: -10.954 -17.244 24.180
P: -9.493 -17.099 24.470
N: -8.603 -16.774 23.046
C: -9.019 -17.426 21.699
C: -7.361 -16.066 22.974
N: -8.720 -18.491 25.124
C: -9.363 -19.801 25.255
C: -7.260 -18.477 25.386
N: -9.177 -15.887 25.538
C: -8.832 -15.985 26.977
C: -9.351 -14.523 25.126
H: -8.267 -17.024 21.026
H: -10.043 -17.085 21.556
H: -9.165 -18.506 21.670
H: -6.559 -16.747 22.683
H: -7.086 -15.692 23.960
H: -7.569 -15.248 22.283
H: -9.958 -19.973 24.356
H: -8.575 -20.533 25.414
H: -10.088 -19.758 26.070
H: -6.948 -17.434 25.425
H: -7.048 -18.794 26.409
H: -6.641 -19.056 24.701
H: -9.088 -16.971 27.357
H: -7.883 -15.499 27.204
H: -9.496 -15.285 27.491
H: -10.314 -14.117 25.448
H: -9.280 -14.414 24.043
H: -8.703 -13.738 25.522
O: -14.956 -19.291 23.960
P: -15.592 -20.585 24.345
N: -14.462 -21.872 24.353
C: -14.840 -23.277 24.205
C: -13.412 -21.728 25.365
N: -16.726 -20.986 23.213
C: -16.327 -20.848 21.785
C: -17.695 -22.104 23.456
N: -16.417 -20.573 25.856
C: -16.811 -19.283 26.436
C: -16.836 -21.724 26.690
H: -13.948 -23.876 24.398
H: -15.035 -23.403 23.140
H: -15.577 -23.593 24.942
H: -13.317 -20.664 25.582
H: -12.540 -22.276 25.010
H: -13.740 -22.176 26.307
H: -15.386 -20.302 21.742
H: -16.211 -21.768 21.206
H: -17.126 -20.353 21.232
H: -18.249 -21.963 24.382
H: -18.464 -22.115 22.683
H: -17.254 -23.098 23.392
H: -17.859 -19.320 26.733
H: -16.203 -19.057 27.315
H: -16.592 -18.420 25.807
H: -16.069 -22.025 27.408
H: -17.028 -22.646 26.143
H: -17.706 -21.487 27.302
C: -10.469 -20.010 18.364
N: -11.141 -18.703 18.552
O: -12.100 -18.469 17.827
O: -10.811 -17.900 19.402
H: -10.467 -20.298 17.316
H: -11.093 -20.773 18.832
H: -9.527 -19.985 18.906
C: -6.823 -20.580 21.600
N: -7.488 -21.726 20.983
O: -8.712 -21.832 20.919
O: -6.765 -22.478 20.318
H: -7.531 -20.287 22.372
H: -6.462 -19.812 20.915
H: -5.817 -20.900 21.874

Here are the Löwdin charges for atoms 1 to 4, given in e: Hf 1.990; C -0.236; O -0.455; H 0.064


Copy entry 4 word for word.
Entry from OMol25: the molecule Br2HO3PS in a non-equilibrium geometry (the ωB97M-V functional and the def2-TZVPD basis).

Multiplicity: 3
DFT total energy in eV: -166365.879
LUMO level (spin up / spin down) in eV: -1.31 / -3.96
Maximum force in eV Å⁻¹: 5.378
Gap between HOMO and LUMO (spin up / spin down) in eV: 7.6 / 5.9
Highest occupied orbital energy (spin up / spin down) in eV: -8.91 / -9.83
Energy relative to the best compared isomer or geometry (same formula, charge and spin) in kJ/mol: 0.0

Cartesian coordinates (Å):
O: 0.727 -0.782 -0.749
O: 2.044 -0.061 1.415
O: -2.070 0.638 0.094
P: 1.108 0.268 0.353
S: -0.988 0.383 1.176
Br: 1.647 2.004 -1.083
Br: -2.956 -0.911 -0.966
H: 0.489 -1.540 -0.240

Here are the natural (NBO) charges for atoms 1 to 4, given in e: O -0.952; O -1.012; O -0.761; P 1.769


> Which of these has the lowest energy relative to the best compared isomer or geometry (same formula, charge and spin)?

Br2HO3PS


> What is the DFT total energy in the first record?

-8292.017 eV


Please write out number 2 again, unchanged.
Entry from OMol25: the molecule C4H6N2 in a non-equilibrium geometry (the ωB97M-V functional and the def2-TZVPD basis).

Multiplicity: 1
DFT total energy in eV: -7224.226
Structure (SMILES): C/N=C(\C)C#N
LUMO level in eV: 0.47
Maximum force in eV Å⁻¹: 1.161
Gap between HOMO and LUMO in eV: 10.8
Highest occupied orbital energy in eV: -10.28
Energy relative to the best compared isomer or geometry (same formula, charge and spin) in kJ/mol: 131.7

Cartesian coordinates (Å):
C: -1.455 -1.034 -0.027
N: -1.080 0.330 0.236
C: 0.137 0.686 0.180
C: 1.396 -0.149 0.114
C: 0.287 2.121 -0.017
N: 0.336 3.226 -0.360
H: -1.959 -0.979 -0.999
H: -0.635 -1.759 -0.100
H: -2.199 -1.370 0.697
H: 1.639 -0.394 -0.926
H: 1.292 -1.083 0.672
H: 2.241 0.406 0.531

Here are the natural (NBO) charges for atoms 1 to 4, given in e: C -0.452; N -0.326; C 0.176; C -0.683